# 1
Here is the molecule C22H27N3O3 from OMol25. Energies are from ωB97M-V/def2-TZVPD.

Its HOMO energy is -8.0 eV. The calculation puts the LUMO energy at 0.476 eV. For the relative energy (zero: lowest compared OMol25 entry of this formula, charge and spin), the calculation gives 67.9 kcal/mol.

Each line ends with the Mulliken charge.
Geometry (Å):
C  0.54464  -4.98602  3.56847  -1.0583
H  1.63245  -4.98549  3.51864  0.2554
O  0.17517  -3.63584  3.68944  -0.2523
C  -1.13886  -3.32115  3.84354  0.7394
C  -2.18195  -4.23847  3.80636  -0.6412
C  -3.49040  -3.81248  3.96796  -0.6149
C  -3.77315  -2.47521  4.16622  -0.7346
C  -2.73475  -1.55817  4.20230  -0.4845
C  -1.42006  -1.95987  4.04910  0.7254
C  -0.28863  -0.96995  4.08388  -1.1815
N  0.44030  -0.96126  2.83514  0.0402
C  1.76966  -1.14568  2.75540  0.6742
O  2.51409  -1.19804  3.71034  -0.7101
C  2.26566  -1.28619  1.31467  -0.8821
N  1.40649  -0.58474  0.38047  0.2184
C  1.57151  0.85620  0.46855  -0.6492
H  1.45179  1.16375  1.50893  0.4294
C  0.50710  1.52465  -0.39600  -0.8823
N  0.64857  1.10048  -1.77164  0.2741
C  0.35238  1.93931  -2.82083  1.1008
C  -0.26709  1.48237  -3.99393  -0.2559
C  -0.50863  2.33668  -5.04306  -1.2317
C  -0.15378  3.68706  -4.98793  0.1826
C  0.47081  4.14460  -3.82543  -0.8194
C  0.71869  3.29437  -2.77377  -0.6710
H  1.23055  3.68198  -1.90608  0.3608
H  0.78190  5.17420  -3.73928  0.3206
C  -0.46161  4.53911  -6.14985  1.1303
O  -0.96059  4.08595  -7.16046  -0.6238
C  -0.13461  6.01146  -6.03209  -1.3886
H  0.93612  6.14609  -5.89460  0.3609
H  -0.65481  6.44615  -5.18159  0.3821
H  -0.44425  6.51887  -6.94216  0.3461
H  -0.99863  1.97800  -5.93616  0.4313
H  -0.58905  0.45646  -4.07739  0.3497
C  0.54723  -0.33503  -1.89230  -0.7762
H  0.74236  -0.63255  -2.92219  0.4961
C  1.59702  -0.99836  -0.99657  -0.9998
H  1.48337  -2.08313  -1.05897  0.4118
H  2.60267  -0.73037  -1.36520  0.3295
H  -0.45225  -0.68855  -1.59570  0.2790
H  0.58757  2.60639  -0.31808  0.4726
H  -0.48468  1.22449  -0.02114  0.2068
H  2.57343  1.16674  0.12464  0.3162
H  3.31497  -0.95422  1.27107  0.2959
H  2.24308  -2.35475  1.07992  0.3667
H  -0.07979  -0.96945  1.96986  0.2896
H  0.43970  -1.24265  4.85447  0.3388
H  -0.67811  0.03228  4.29832  0.4044
H  -2.94804  -0.51082  4.36074  0.3550
H  -4.79274  -2.14526  4.29206  0.3760
H  -4.28935  -4.53824  3.93737  0.3850
H  -1.98607  -5.28810  3.65367  0.4189
H  0.13921  -5.43576  2.65543  0.3956
H  0.22337  -5.57184  4.43543  0.3976

Forces on the atoms, in the same order (eV/Å):
C 0.08 -0.27 -0.03
H -0.07 -0.06 0.00
O -0.19 0.32 0.12
C -0.19 0.10 0.01
C 0.34 -0.16 -0.05
C -0.10 0.14 0.03
C -0.18 -0.08 0.01
C 0.13 -0.10 0.00
C 0.18 -0.02 -0.05
C 0.17 -0.03 0.17
N -0.44 0.14 -0.04
C -0.05 0.14 -0.42
O 0.33 -0.13 0.25
C 0.11 0.00 0.07
N 0.13 -0.09 -0.09
C -0.25 0.22 -0.01
H 0.00 0.03 -0.03
C 0.20 0.13 0.26
N 0.20 -0.24 0.18
C -0.05 0.32 -0.38
C 0.01 -0.15 0.18
C 0.05 0.34 -0.11
C 0.00 -0.60 0.26
C -0.19 -0.04 -0.28
C 0.00 -0.07 0.24
H 0.06 0.01 0.05
H 0.03 0.11 0.00
C -0.01 0.36 -0.22
O 0.04 0.05 0.09
C -0.14 -0.06 -0.29
H 0.10 0.06 0.08
H 0.02 0.07 0.11
H 0.00 -0.03 0.00
H -0.03 -0.03 -0.06
H -0.02 -0.09 0.02
C 0.21 -0.21 -0.04
H -0.05 0.01 0.04
C -0.25 -0.07 -0.19
H 0.02 0.02 -0.01
H -0.05 -0.03 0.01
H 0.03 -0.04 -0.07
H -0.02 -0.06 0.00
H 0.04 0.08 0.03
H -0.05 -0.02 0.03
H -0.11 -0.03 0.08
H 0.03 0.03 -0.01
H 0.12 0.02 -0.02
H -0.12 0.12 -0.04
H 0.04 -0.15 0.08
H 0.01 0.12 0.01
H -0.09 0.02 0.01
H -0.06 -0.06 0.00
H 0.06 -0.09 -0.02
H 0.00 0.02 0.05
H 0.00 0.02 -0.04



# 2
Here is a 15-piece molecular cluster, C33H32Cl42N2O overall from OMol25. Energies are from ωB97M-V/def2-TZVPD.

Its HOMO energy is -8.3 eV. The calculation puts the LUMO energy at -0.907 eV.

Each line ends with the Mulliken charge.
Geometry (Å):
C  2.10827  4.76487  -1.57135  -0.9124
C  1.21098  3.85348  -0.60086  0.7735
C  1.35593  3.76651  0.94730  -0.5926
C  0.45678  2.81787  1.80554  -0.0224
C  -0.67900  1.91982  1.16990  -0.2823
C  -0.84151  2.01380  -0.37058  0.1968
C  -1.91144  1.14895  -1.24458  0.2141
C  -1.03061  0.53833  -2.46357  0.3544
C  0.17107  -0.40516  -2.09451  -0.2687
C  1.08267  -0.98069  -3.22006  0.5535
C  2.33857  -1.92536  -2.92569  0.5455
C  2.71499  -1.78946  -1.23389  -0.2498
C  3.17835  -0.24732  -0.75597  -0.2264
O  4.16768  -1.49036  -0.90610  -0.5310
C  0.76023  -0.64780  -4.74432  -0.0816
N  1.62305  -1.25389  -5.72427  -0.5000
C  1.24196  -0.94536  -7.06384  -0.3632
C  0.04568  -0.00797  -7.39536  -0.2329
N  -0.81753  0.65740  -6.47018  -0.2522
C  -0.41916  0.27526  -5.14003  0.0069
C  -1.28856  0.86916  -3.94885  -0.6546
C  0.07852  2.96433  -1.24016  -0.5821
H  2.13448  5.87249  -1.27657  0.3050
H  3.18547  4.34694  -1.49568  0.2701
H  1.80955  4.61971  -2.67866  0.1451
H  2.17547  4.41206  1.43841  0.2927
H  0.58593  2.73910  2.94498  0.1312
H  -1.32960  1.21237  1.78637  0.2257
H  -2.25449  0.24206  -0.62308  0.3822
H  -2.78475  1.79339  -1.62190  -0.5821
H  0.32070  -0.62760  -0.97450  0.1616
H  2.11632  -3.04979  -2.99492  -0.4389
H  3.30000  -1.60902  -3.45343  0.3033
H  2.05142  -2.43232  -0.46519  0.5591
H  3.33969  0.55348  -1.55487  0.2919
H  2.81484  -0.07354  0.30890  -0.0996
H  1.84477  -1.40134  -7.93111  0.3349
H  -0.17207  0.17406  -8.51650  0.3028
H  -2.17191  1.57872  -4.17032  0.6823
H  -0.02645  3.04104  -2.38685  0.0672
C  2.22609  0.22500  4.76110  0.7088
Cl  0.45606  0.19334  4.74625  -0.0785
Cl  2.86666  0.07342  3.12013  -0.0598
Cl  2.81626  1.70894  5.52394  -0.0799
H  2.57294  -0.62456  5.34250  -0.4414
C  -5.26860  4.21248  -1.77303  -0.1798
Cl  -4.47492  3.29574  -3.06114  -0.0451
Cl  -6.91040  3.60648  -1.50356  -0.1859
Cl  -4.32289  4.13384  -0.27985  -0.0618
H  -5.33394  5.25402  -2.08311  0.3507
C  3.79297  -5.79287  -0.44684  0.1754
Cl  2.79870  -6.17373  0.97068  -0.1270
Cl  3.81399  -4.05291  -0.78403  -0.1118
Cl  5.44154  -6.39417  -0.21410  -0.0924
H  3.36032  -6.29864  -1.30861  0.1196
C  2.52344  -4.09899  5.54011  0.0685
Cl  0.75517  -4.09984  5.52102  -0.1068
Cl  3.16424  -4.24970  3.89639  -0.0588
Cl  3.13056  -2.63187  6.32262  -0.1926
H  2.86110  -4.95884  6.11669  0.2451
C  2.39449  5.24136  6.80317  -0.0081
Cl  1.97591  6.85794  7.38856  -0.1328
Cl  1.77637  4.99343  5.16425  -0.0532
Cl  4.14667  4.99703  6.85039  -0.1227
H  1.92862  4.50805  7.45940  0.3080
C  -5.86384  0.01391  -4.68856  -0.0899
Cl  -4.22683  0.30224  -4.07742  -0.0327
Cl  -6.83553  -0.84382  -3.48333  -0.1349
Cl  -6.64002  1.53905  -5.14073  -0.1084
H  -5.79206  -0.60989  -5.57783  0.3268
C  -8.69215  3.92793  1.56482  0.8080
Cl  -7.64521  4.42445  2.90141  -0.0877
Cl  -9.50497  2.40244  1.94479  -0.1368
Cl  -9.87783  5.19026  1.19986  -0.1326
H  -8.07205  3.77537  0.68335  -0.4054
C  -0.62247  -6.87971  8.28801  0.0144
Cl  -0.37186  -7.51923  9.91860  -0.1226
Cl  -1.46902  -5.32734  8.35137  -0.0933
Cl  0.92304  -6.71038  7.44258  -0.1089
H  -1.24019  -7.58476  7.73456  0.3111
C  -1.66747  -3.40823  12.24766  0.0231
Cl  -2.22420  -5.07689  12.05783  -0.0982
Cl  -0.73929  -2.89592  10.83061  -0.0937
Cl  -3.03857  -2.32271  12.51865  -0.1248
H  -1.01630  -3.36150  13.11872  0.2927
C  2.61379  7.36895  -4.80557  -0.0724
Cl  3.97892  6.97543  -3.75044  -0.1143
Cl  2.03172  5.91941  -5.63742  -0.0783
Cl  1.30759  8.12062  -3.87829  -0.1143
H  2.95497  8.08031  -5.55558  0.3655
C  -4.37475  1.81432  3.64018  -0.1503
Cl  -4.68785  3.48190  4.13991  -0.1324
Cl  -5.02487  1.51710  2.02132  -0.0694
Cl  -2.63978  1.46835  3.68582  -0.0275
H  -4.87631  1.14700  4.33888  0.3667
C  -2.38165  3.97249  -7.94116  -0.0941
Cl  -0.74289  4.25477  -7.33542  -0.0643
Cl  -3.35553  3.12284  -6.73354  0.0037
Cl  -3.14896  5.50168  -8.39433  -0.1388
H  -2.31490  3.34626  -8.82904  0.3074
C  0.54830  -5.03310  -4.78362  0.1243
Cl  1.91337  -5.44412  -3.73374  -0.1296
Cl  -0.02598  -6.46696  -5.64706  -0.1362
Cl  -0.76205  -4.30690  -3.84271  -0.1104
H  0.88850  -4.30371  -5.51751  0.1900
C  8.44473  -9.41650  -0.87460  0.0166
Cl  8.66326  -8.58980  -2.42372  -0.1162
Cl  8.17733  -8.24428  0.42350  -0.1104
Cl  7.09869  -10.56163  -0.96541  -0.1179
H  9.35345  -9.97287  -0.65194  0.3318

Forces on the atoms, in the same order (eV/Å):
C 0.42 -1.17 0.54
C -3.05 -2.33 1.37
C -2.01 -1.82 -1.36
C -0.72 -0.03 -3.16
C 2.80 2.56 -3.00
C 1.88 1.82 0.57
C 1.99 -0.36 -0.11
C 1.09 -0.76 -3.37
C 0.22 0.08 -3.92
C -2.56 1.60 0.68
C -0.06 0.30 3.36
C 0.51 4.26 -0.71
C -0.31 -4.84 -1.01
O -4.24 1.67 0.03
C -0.17 0.13 0.42
N -3.57 2.46 -2.16
C -1.45 1.14 2.43
C 0.08 -0.05 1.25
N 4.80 -4.02 0.41
C -0.73 0.50 2.33
C 1.70 -1.41 2.33
C 1.08 0.45 3.54
H -0.22 -1.69 -0.45
H -1.60 0.84 -0.10
H 0.21 0.38 1.92
H -1.54 -1.26 -0.68
H -0.04 0.31 -2.00
H 1.32 1.28 -1.26
H 0.24 1.54 -0.89
H 1.40 -1.12 0.63
H -0.01 0.32 -2.13
H 0.26 1.92 -0.53
H -1.56 -0.53 0.50
H 1.82 1.78 -1.84
H -0.30 -1.30 1.48
H 1.07 0.21 -1.61
H -1.02 0.81 1.65
H 0.37 -0.27 2.09
H 1.94 -1.22 0.12
H -0.03 -0.36 2.12
C 0.00 0.11 -0.11
Cl 0.07 -0.05 0.04
Cl -0.01 -0.04 0.18
Cl 0.02 -0.19 -0.04
H -0.15 0.31 -0.23
C 0.27 0.13 0.08
Cl -0.17 0.43 0.22
Cl 0.08 -0.01 -0.21
Cl -0.09 0.06 -0.20
H -0.03 -0.23 0.07
C 0.15 0.09 -0.21
Cl 0.03 0.10 -0.19
Cl 0.51 -1.74 0.40
Cl -0.18 -0.04 -0.08
H 0.09 0.02 0.23
C -0.18 -0.12 -0.28
Cl 0.19 0.27 -0.16
Cl -0.06 0.03 0.28
Cl 0.15 -0.35 0.22
H -0.05 0.22 -0.06
C -0.03 0.02 -0.05
Cl 0.02 -0.16 -0.01
Cl -0.01 0.10 0.13
Cl -0.14 -0.04 0.02
H 0.10 0.15 -0.14
C -0.04 0.03 0.09
Cl -0.41 -0.52 -0.31
Cl 0.07 0.04 -0.12
Cl 0.01 -0.17 -0.08
H 0.00 0.14 0.20
C -0.02 0.04 0.08
Cl -0.17 -0.06 -0.24
Cl 0.09 0.08 -0.06
Cl 0.10 -0.09 -0.04
H -0.15 0.06 0.30
C -0.06 0.08 0.05
Cl -0.03 0.01 -0.17
Cl 0.05 -0.22 -0.09
Cl -0.08 -0.35 0.21
H 0.16 0.15 0.11
C -0.02 -0.01 -0.03
Cl 0.07 0.15 0.07
Cl -0.03 0.00 0.19
Cl 0.13 -0.07 0.02
H -0.14 -0.01 -0.20
C -0.02 0.00 0.04
Cl -0.07 0.06 -0.13
Cl 0.07 0.12 0.05
Cl 0.12 -0.05 -0.10
H -0.08 -0.16 0.16
C -0.11 0.03 0.02
Cl 0.20 -0.21 0.05
Cl 0.04 -0.05 0.16
Cl -0.41 0.02 0.47
H 0.11 0.15 -0.15
C 0.02 -0.06 0.10
Cl -0.14 -0.04 -0.08
Cl 0.01 0.06 -0.12
Cl 0.06 -0.12 -0.02
H -0.02 0.14 0.20
C -0.15 0.03 -0.03
Cl -0.04 -0.13 -0.15
Cl 0.08 0.13 0.04
Cl 0.17 0.01 -0.10
H -0.03 -0.11 0.19
C -0.04 0.02 -0.03
Cl 0.02 -0.08 0.14
Cl 0.14 -0.15 -0.06
Cl 0.14 0.07 0.02
H -0.21 0.13 -0.05



# 3
Here is a 2-piece molecular cluster, C5H15NO2 overall from OMol25. Energies are from ωB97M-V/def2-TZVPD.

Its HOMO energy is -9.6 eV. The calculation puts the LUMO energy at 1.013 eV. For the relative energy (zero: lowest compared OMol25 entry of this formula, charge and spin), the calculation gives 39.7 kcal/mol.

Each line ends with the Mulliken charge.
Geometry (Å):
C  -2.12672  -0.89255  0.59586  -0.3197
C  -1.55690  1.19603  -0.38972  -0.6348
N  -3.54810  -0.87617  0.79852  -0.6157
O  -1.66272  -0.20101  -0.55037  -0.3697
H  -3.88129  0.06938  0.96134  0.2479
H  -4.03042  -1.24270  -0.01765  0.2688
H  -1.64309  -0.49275  1.49780  0.3789
H  -1.81874  -1.93300  0.44710  0.2575
H  -2.53104  1.65742  -0.16000  0.3102
H  -1.20252  1.58156  -1.34227  0.1963
H  -0.83458  1.44218  0.39015  0.2608
C  1.96027  -0.41496  0.67649  -0.3148
C  2.59494  1.47936  -0.59448  -0.7408
C  1.50971  -1.33265  -0.45797  -1.0384
O  1.77437  0.96103  0.42144  -0.3262
H  3.01909  -0.60645  0.91502  0.3630
H  1.36193  -0.61122  1.57006  0.2706
H  2.32138  1.08953  -1.58065  0.2932
H  2.44740  2.55832  -0.58608  0.2396
H  3.65212  1.25594  -0.40284  0.3227
H  0.50296  -1.06726  -0.77032  0.1992
H  1.51354  -2.36176  -0.10913  0.3733
H  2.17843  -1.25826  -1.31229  0.3783

Forces on the atoms, in the same order (eV/Å):
C 0.02 -0.21 0.00
C -0.26 -0.02 0.00
N -0.15 0.23 -0.08
O 0.01 -0.18 -0.07
H -0.03 -0.17 0.02
H 0.09 0.07 0.14
H 0.00 -0.03 -0.11
H 0.03 0.19 0.06
H 0.18 -0.05 -0.05
H 0.01 0.13 0.02
H 0.05 0.08 0.06
C -0.02 -0.27 0.00
C -0.04 0.02 -0.02
C 0.12 0.37 0.17
O -0.13 0.08 0.06
H -0.11 0.03 0.05
H 0.11 -0.04 -0.03
H 0.04 0.02 0.00
H 0.08 -0.01 -0.08
H 0.00 0.01 -0.02
H -0.09 -0.02 -0.04
H 0.03 -0.15 0.01
H 0.05 -0.06 -0.10



Question: Which formula does entry 2 have?
Answer: C33H32Cl42N2O